## P
The following is a DFT calculation (wB97M-V/def2-TZVPD) of an isolated ion of composition C2H4ClN2 and charge +1.

```
9
Properties=species:S:1:pos:R:3
N -0.56 -1.31 -0.17
H -0.50 -2.31 -0.13
C 1.05 0.71 -0.04
H 1.94 0.82 0.74
H 0.68 1.77 -0.29
H 1.25 0.29 -0.95
C -1.22 -0.28 0.16
N 0.06 -0.11 0.65
Cl -2.70 0.43 0.04
```

Output
SMILES   CN1[NH+]=C1Cl
Charge   +1
LUMO level   -5.773 eV
HOMO energy   -16.0964 eV

---

## Q
The following is a DFT calculation (wB97M-V/def2-TZVPD) of C2H4ClN2 as an isolated structure.

```
9
Properties=species:S:1:pos:R:3
H -1.54 -0.12 -2.11
N -0.35 1.73 0.05
H 2.22 -1.19 0.21
H 1.37 -1.22 1.88
C -1.66 0.09 -1.05
Cl 1.60 0.93 1.00
H -2.39 -0.50 -0.51
C 1.73 -0.67 1.02
N -0.98 0.95 -0.48
```

Output
Charge   +1
LUMO level (spin up / spin down)   -6.991 / -7.103 eV
HOMO energy (spin up / spin down)   -13.7259 / -13.6422 eV

---

Q: What are the energies relative to the best structure? A: P 0.000; Q 0.468, in eV.

---

## P
The following is a DFT calculation (wB97M-V/def2-TZVPD) of a 2-piece molecular cluster, C4H13NOS overall.

```
20
Properties=species:S:1:pos:R:3
H 2.48 0.23 -1.13
H -1.06 0.08 3.26
C 1.48 0.24 -1.67
H 0.92 -1.63 -1.02
H -0.45 -0.72 -1.66
H 1.24 0.57 0.64
H -0.17 -1.28 3.92
H 1.61 -0.02 -2.82
N 0.97 1.69 -1.61
C -0.14 -0.52 3.14
C 0.40 -0.62 -1.02
O -2.37 1.35 -1.74
H 0.41 1.75 -2.48
H 0.74 0.24 3.21
S -0.10 -1.35 1.50
H 1.77 2.28 -1.69
C 0.23 0.04 0.40
H -3.13 1.11 -2.33
H -0.62 0.74 0.42
H -1.75 0.73 -2.15
```

Output
Charge   +1
LUMO level (spin up / spin down)   -3.135 / -8.100 eV
HOMO energy (spin up / spin down)   -13.2683 / -13.2643 eV
Multiplicity   2

---

## Q
The following is a DFT calculation (wB97M-V/def2-TZVPD) of a 2-piece molecular cluster, C4H13NOS overall.

```
20
Properties=species:S:1:pos:R:3
H -0.33 -2.03 1.38
N -1.19 0.41 0.94
H 0.12 2.34 -0.96
H -0.68 1.57 2.60
H -2.38 1.69 2.03
O -0.69 2.83 -1.16
H 2.13 -1.40 -2.00
C 0.26 -0.41 -0.91
H 0.80 0.34 -1.48
H -0.73 -0.48 -1.36
H 0.87 0.71 0.80
C 0.41 -1.24 1.55
S 1.15 -1.96 -1.28
C 0.14 -0.08 0.62
H -1.15 2.50 1.12
H 1.36 -1.72 1.34
H 0.38 -0.97 2.61
H -1.65 -0.36 1.43
C -1.34 1.62 1.73
H -0.55 2.89 -2.12
```

Output
Charge   +1
LUMO level (spin up / spin down)   -2.961 / -8.088 eV
HOMO energy (spin up / spin down)   -13.2533 / -13.1219 eV
Multiplicity   2

---

Q: What are the energies relative to the best structure? A: P 0.251; Q 0.000, in eV.

---

## P
The following is a DFT calculation (wB97M-V/def2-TZVPD) of C31H30AuClIN4OS2Se as an isolated structure.

```
72
Properties=species:S:1:pos:R:3
S 3.51 2.17 1.37
N 1.51 1.31 0.04
H -5.05 2.89 1.68
H 0.17 2.67 -1.98
C -4.71 -0.53 -0.04
C -1.68 -1.99 -1.09
H -5.69 4.50 1.40
H -4.36 -2.78 3.30
H -4.10 4.78 -0.53
C -6.46 -1.27 -1.43
H -5.33 3.55 -0.75
Au 0.30 -0.29 -0.04
H -3.24 -2.46 1.27
H -3.39 5.47 1.78
H -3.13 2.81 -1.59
C -3.41 -1.56 1.86
C -3.68 4.49 2.16
H -1.09 -5.11 1.05
H -5.60 -2.49 0.12
C 3.19 4.48 -0.26
C -2.30 -4.24 -0.49
C -4.54 -0.76 4.03
C -3.49 -2.98 -2.31
H -4.27 -1.80 -3.89
O -0.94 0.21 -1.54
H -3.53 -0.65 4.43
I -2.70 0.85 -4.16
C 1.00 3.18 -1.51
H -2.47 -1.29 2.36
H 0.30 -3.06 1.33
H -5.16 -1.17 4.83
C -1.29 -4.24 0.44
C -4.79 3.89 1.31
C -2.52 -3.10 -1.29
C -5.55 0.96 -1.75
C -4.43 3.80 -0.18
H 0.86 4.96 -2.68
C -3.04 0.71 0.82
H -2.92 -5.11 -0.64
C 1.72 2.57 -0.50
H -4.38 1.16 3.01
H -5.52 1.90 -2.29
H -2.79 3.86 2.18
C -2.65 -0.78 -2.89
H -7.13 0.13 -2.92
H -2.39 3.06 0.00
C 1.40 4.45 -1.89
H 2.76 6.09 -1.58
C -6.44 -0.04 -2.10
H 4.03 4.97 0.22
C -4.51 -1.78 2.89
H -5.48 -1.79 2.39
C -5.09 0.61 3.64
H -6.03 0.52 3.09
C -0.50 -3.10 0.60
C -1.74 -0.80 -1.86
C 2.35 0.98 0.99
Cl -4.61 -4.27 -2.58
S 1.98 -0.62 1.57
H -5.27 1.22 4.52
N -3.66 1.44 -0.13
C -4.68 0.69 -0.70
C -3.32 2.81 -0.52
C -3.54 -1.86 -3.09
C 2.48 5.09 -1.27
H -4.01 4.61 3.19
C 2.80 3.20 0.13
N -0.69 -2.03 -0.13
N -3.69 -0.48 0.92
Se -1.55 1.21 1.79
C -5.59 -1.54 -0.39
H -7.17 -2.03 -1.74
```

Output
Charge   +1
LUMO level   -4.206 eV
HOMO energy   -10.1479 eV

---

## Q
The following is a DFT calculation (wB97M-V/def2-TZVPD) of C31H30AuClIN4OS2Se as an isolated structure.

```
72
Properties=species:S:1:pos:R:3
N -0.45 -3.50 -2.07
H 2.31 3.75 0.60
C 1.08 0.77 3.47
H 1.55 -6.56 -1.06
C 2.03 0.59 0.48
H -2.72 -4.68 -3.20
C 3.44 1.01 0.87
H -6.22 -4.77 -0.37
H 4.74 -3.11 -2.04
H 0.67 5.17 0.61
C -1.71 3.84 0.87
H 3.72 2.33 -0.81
S -5.20 -1.88 -0.80
H 0.80 0.51 5.57
C -3.68 -1.26 -1.39
H 3.54 1.06 1.96
O 0.78 -1.04 -2.58
H -1.05 2.11 5.75
H 3.37 3.51 1.99
C -2.61 -4.68 -2.10
C 1.48 -2.08 -2.30
C 0.99 -5.68 -1.36
Au -0.94 0.16 -1.94
C 3.09 -4.38 -1.64
C 1.68 -4.50 -1.65
C -1.35 5.25 1.36
H 5.02 2.36 0.36
N 0.98 1.44 1.03
C -4.66 -3.52 -1.09
H -5.01 -6.87 -0.88
C 0.18 2.27 0.33
C 0.61 1.47 2.37
C 0.46 1.03 4.68
C -3.30 -5.94 -1.67
H -1.16 5.21 2.43
H -0.88 -6.68 -1.22
H -2.63 3.49 1.33
N -2.85 -2.26 -1.84
C -1.06 2.63 3.68
H 1.91 0.60 -0.60
H -2.24 5.87 1.22
C -4.52 -5.94 -1.12
H -2.83 -6.88 -1.90
C 0.91 -3.36 -1.99
C 3.93 2.33 0.26
H -0.99 -2.65 -2.29
C -0.59 1.94 4.79
H -1.88 3.34 3.77
N -0.67 2.87 1.19
Se 0.27 2.56 -1.51
C -5.24 -4.71 -0.82
C -1.11 -4.64 -1.85
H 4.10 0.20 0.54
C 2.88 -2.08 -2.34
H -1.33 7.03 -0.79
C -0.38 -5.76 -1.45
S -3.24 0.32 -1.39
C -0.17 5.88 0.63
C 3.34 3.58 0.90
H 1.83 -0.43 0.83
H -1.83 3.82 -0.21
H -0.78 5.47 -1.42
Cl 4.07 -5.74 -1.22
C -3.34 -3.45 -1.67
H 0.35 6.80 -1.26
H 0.18 6.74 1.21
C -0.50 6.32 -0.79
C 3.66 -3.19 -2.00
H 3.91 4.46 0.61
I 3.82 -0.33 -2.92
H 1.90 0.07 3.40
C -0.44 2.38 2.47
```

Output
Charge   +1
LUMO level   -4.850 eV
HOMO energy   -9.6796 eV

---

Q: What are the energies relative to the best structure? A: P 0.000; Q 0.826, in eV.

---

## P
The following is a DFT calculation (wB97M-V/def2-TZVPD) of CH2FNO in the gas phase.

```
6
Properties=species:S:1:pos:R:3
F -0.98 0.38 -1.21
C -0.46 -0.31 0.14
N 0.79 0.35 0.43
H 1.23 0.98 -0.25
O 0.62 -1.03 0.04
H -1.20 -0.38 0.85
```

Output
SMILES   F[C@@H]1NO1
LUMO level   1.128 eV
HOMO energy   -10.5954 eV

---

## Q
The following is a DFT calculation (wB97M-V/def2-TZVPD) of a 3-piece molecular cluster, CH2FNO overall.

```
6
Properties=species:S:1:pos:R:3
O -1.20 -0.57 -2.04
N -0.72 -0.34 0.19
H 2.51 0.54 0.99
F -1.29 0.15 1.35
H 1.84 0.59 0.44
C -1.14 -0.37 -0.93
```

Output
LUMO level   -0.352 eV
HOMO energy   -11.3479 eV

---

Q: What are the energies relative to the best structure? A: P 0.000; Q 0.674, in eV.

---

## P
The following is a DFT calculation (wB97M-V/def2-TZVPD) of CH2O2S4 in the gas phase.

```
9
Properties=species:S:1:pos:R:3
H -0.61 0.98 -0.62
H 0.22 1.63 1.01
O 1.33 0.77 -0.50
S -0.25 -0.76 0.84
O 2.83 -1.33 0.10
S -2.29 -1.14 0.58
S 1.72 -0.88 -0.67
C 0.14 0.88 0.23
S -3.08 -0.15 -0.97
```

Output
LUMO level (spin up / spin down)   -2.300 / -1.219 eV
HOMO energy (spin up / spin down)   -7.8422 / -8.7237 eV

---

## Q
The following is a DFT calculation (wB97M-V/def2-TZVPD) of CH2O2S4 as an isolated structure.

```
9
Properties=species:S:1:pos:R:3
O -1.93 -1.68 1.36
S -0.78 -2.58 1.31
C 0.31 -0.20 0.05
S 0.37 -1.98 -0.33
S 1.51 0.22 1.37
S 0.91 -1.02 2.96
O 2.06 -1.82 3.33
H 0.61 0.35 -0.83
H -0.70 0.06 0.36
```

Output
LUMO level (spin up / spin down)   -1.591 / -1.505 eV
HOMO energy (spin up / spin down)   -8.9508 / -8.8757 eV

---

Q: What are the energies relative to the best structure? A: P 1.105; Q 0.000, in eV.

---

## P
The following is a DFT calculation (wB97M-V/def2-TZVPD) of a 12-piece molecular cluster, H26NO11 overall.

```
38
Properties=species:S:1:pos:R:3
H -0.40 -2.73 -1.48
H 1.11 0.03 -3.76
O 1.13 -2.37 -2.26
H -0.24 0.59 -3.56
H -0.74 0.04 -1.21
O -1.88 2.30 -0.54
H -2.49 -0.94 1.47
O 2.31 -2.60 -0.03
H -2.25 2.25 -1.43
O 0.65 0.84 -3.48
H 0.60 2.66 1.33
O 0.66 -0.55 2.97
N 0.02 0.27 -0.60
O -1.72 -1.47 1.99
H -0.88 -2.82 -0.02
H 3.01 0.70 -2.09
H 1.32 -1.80 -2.85
O 1.52 2.76 0.91
O -1.13 -2.47 -0.84
H -1.40 2.84 2.48
H 0.74 0.66 -1.13
H -1.97 3.22 -0.44
H 1.99 -2.31 -0.84
H 2.66 -1.89 0.41
O -3.26 0.79 1.67
H 0.49 -0.52 3.85
H -0.35 0.93 0.10
H 0.23 -0.62 -0.05
H -2.00 -2.24 2.25
O 2.91 -0.08 -1.71
H -0.09 -0.98 2.68
H -3.13 1.20 0.81
H 3.62 -0.34 -1.21
H 2.04 2.63 1.65
H -0.32 1.90 3.04
O -0.94 2.04 2.37
H -2.81 1.28 2.34
H 1.03 -3.19 -2.76
```

Output
Charge   +1
LUMO level   -3.211 eV
HOMO energy   -13.9984 eV

---

## Q
The following is a DFT calculation (wB97M-V/def2-TZVPD) of a 12-piece molecular cluster, H26NO11 overall.

```
38
Properties=species:S:1:pos:R:3
H -1.04 -3.22 2.02
H -1.30 -0.29 -0.36
H 0.26 0.47 0.13
N -0.31 -0.33 -0.04
H 1.93 -1.58 2.68
O 1.91 -3.16 -0.28
H 2.98 1.47 -0.51
O -0.22 0.36 3.20
H -1.05 0.55 3.34
O -0.40 -3.57 1.33
H -0.09 3.17 -1.11
H -2.77 0.89 -2.30
H -1.69 2.14 -0.16
O -2.41 1.68 -0.49
H 0.98 -3.18 -0.25
H 2.35 1.72 1.81
H 2.02 2.49 -0.16
H -2.64 1.30 -3.78
H 0.08 -0.92 -0.93
O 2.01 2.01 2.69
O 2.30 -1.18 1.87
H -0.58 1.36 -3.11
O -2.50 0.49 -3.27
O 2.28 1.52 -0.02
H -0.23 -0.48 3.82
H -0.53 3.98 0.17
H -1.03 -3.29 -2.52
O -1.45 -2.41 -2.45
H 2.12 -2.75 0.61
H -2.38 -2.37 -2.05
O 0.26 1.26 -2.70
H -0.66 -4.53 1.22
O -0.34 3.09 -0.22
H -2.89 2.45 -0.63
H 1.33 1.58 3.05
H 3.29 -0.92 2.05
H 0.69 0.87 -3.49
H -0.31 -0.67 0.86
```

Output
Charge   +1
LUMO level   -3.164 eV
HOMO energy   -13.1407 eV

---

Q: What are the energies relative to the best structure? A: P 0.000; Q 0.640, in eV.

---

## P
The following is a DFT calculation (wB97M-V/def2-TZVPD) of a 2-piece molecular cluster, H5NOSSi overall.

```
9
Properties=species:S:1:pos:R:3
Si 1.43 0.58 -0.07
H -3.32 -0.59 0.24
S 3.57 0.42 -0.10
H 3.64 1.75 0.30
N -2.64 -1.14 -0.23
H -1.96 -0.38 -0.49
H 0.59 -0.62 -0.38
H -2.09 -1.87 0.29
O 0.79 1.85 0.44
```

Output
SMILES   O=[SiH]S.N
LUMO level   -0.200 eV
HOMO energy   -10.0529 eV

---

## Q
The following is a DFT calculation (wB97M-V/def2-TZVPD) of H5NOSSi as an isolated structure.

```
9
Properties=species:S:1:pos:R:3
H 1.65 -1.50 0.49
N 0.77 -1.07 0.19
H -1.91 -1.09 -0.48
S -2.57 0.01 -0.14
O 0.77 1.70 -0.51
H 0.49 1.85 -1.46
H 0.12 -1.71 -0.10
Si 0.19 0.53 0.41
H 0.49 1.27 1.59
```

Output
LUMO level   0.006 eV
HOMO energy   -8.8281 eV

---

Q: What are the energies relative to the best structure? A: P 0.653; Q 0.000, in eV.

---

## P
The following is a DFT calculation (wB97M-V/def2-TZVPD) of a 15-piece molecular cluster, C6H39NO14 overall.

```
60
Properties=species:S:1:pos:R:3
C -1.17 -1.01 -1.05
O -3.39 -1.11 1.66
H -0.42 0.49 -2.73
C 0.47 -0.01 0.52
H 0.49 -2.37 1.38
H -2.27 -1.69 -2.72
O 2.32 1.46 -1.47
H -3.47 -0.32 2.22
O -1.39 0.64 2.60
H -2.70 -3.35 2.02
O 1.79 1.64 -4.20
H 0.50 0.97 0.05
O 1.19 3.39 -0.03
C 1.68 1.16 2.43
H 1.96 0.58 -1.78
O 3.35 -2.08 -0.60
O -0.39 -1.85 3.47
H -1.05 -2.88 -1.92
H 1.51 2.16 2.02
O -1.90 3.34 -1.08
H 1.50 -1.68 -2.15
C -1.50 -1.94 -1.95
H -4.40 1.41 -0.25
H -2.05 2.55 -0.56
H -1.21 1.59 2.39
O -0.86 1.28 -2.36
H -3.20 0.60 0.12
O -0.79 3.26 1.95
O 1.27 -0.78 -2.48
H 2.59 1.21 3.04
H 1.53 -0.87 2.22
H 2.57 -2.11 -0.02
C -0.08 -1.10 -0.04
O 1.99 -3.43 -2.39
O -3.51 1.20 -0.56
H -1.07 3.07 -1.50
H 2.63 -0.18 0.99
H -1.69 -0.03 -1.12
H -0.39 -0.96 3.84
H -1.30 1.75 -3.07
H -0.58 -2.33 4.29
H 2.02 1.21 -3.36
H 3.46 -1.15 -0.84
H 2.71 -3.16 -1.78
H 0.76 1.17 3.07
H -1.53 -2.64 2.56
O -1.74 -3.38 1.94
H -1.54 3.78 1.66
C 1.63 -0.04 1.45
H -0.06 3.46 1.33
H 1.49 2.52 -0.35
H -0.44 -3.17 0.35
H -1.37 0.19 1.74
H 1.38 4.14 -0.58
N 0.21 -2.41 0.42
H 1.06 2.23 -3.99
H 1.43 -0.95 -3.44
H 3.14 1.38 -0.96
H -2.47 -1.15 1.40
H 1.31 -3.72 -1.76
```

Output
LUMO level   0.137 eV
HOMO energy   -8.4468 eV

---

## Q
The following is a DFT calculation (wB97M-V/def2-TZVPD) of a 14-piece molecular cluster, C6H39NO14 overall.

```
60
Properties=species:S:1:pos:R:3
O -0.36 -0.29 -5.22
C -1.33 4.85 -1.30
H -2.40 4.71 -1.51
H 2.82 1.42 2.55
H -2.03 1.52 0.34
H -0.47 1.79 2.92
H 4.65 -0.33 -1.34
H -1.01 -0.44 -4.58
O 1.95 -1.46 -4.43
H -3.37 -0.86 -0.24
O 1.84 -3.78 2.77
C -1.66 0.12 -1.25
H 2.40 -1.12 -3.66
H -1.19 3.81 0.38
C -0.54 2.50 -0.89
O -0.74 -3.74 3.85
H -0.58 -3.97 4.73
O 3.73 -0.28 -1.06
H 2.19 -3.09 3.31
H -0.08 0.61 -5.02
H -0.63 -0.13 -1.37
H -0.03 -4.15 3.31
H 1.09 -1.25 -4.44
O -0.03 1.25 3.61
H -5.18 0.62 -1.41
H -0.03 0.26 3.38
H 3.51 -2.91 0.16
H 4.39 -1.21 2.10
H 1.66 2.31 -0.61
H -1.23 5.77 -0.83
O 3.88 -2.76 -2.51
H -2.07 0.18 -2.25
H -4.15 -3.53 2.70
O -2.07 3.52 2.22
H 3.24 -2.17 -2.05
H 1.84 1.32 3.76
C 0.69 2.10 -0.09
O -3.45 -2.88 2.62
H -1.84 -0.86 0.64
H -2.45 4.29 2.46
H -2.72 -3.52 2.84
C -2.31 -0.90 -0.34
H -2.52 2.78 2.72
N -0.69 3.87 -0.45
O 2.72 0.94 3.39
H 2.23 -3.55 1.83
O 3.64 -1.20 1.58
O 3.07 -3.75 -0.13
H 3.64 -0.42 -0.09
H -0.92 4.74 -2.27
O 0.73 1.67 1.03
O -5.49 -0.02 -2.05
H 3.41 -2.81 -3.40
H -5.39 0.51 -2.87
H -0.27 2.41 -1.93
C -1.72 1.55 -0.69
H 3.07 -0.47 2.01
H -2.57 2.10 -1.07
H -2.04 -1.86 -0.79
H 3.20 -3.82 -1.05
```

Output
LUMO level   0.001 eV
HOMO energy   -9.3234 eV

---

Q: What are the energies relative to the best structure? A: P 0.000; Q 0.511, in eV.